(1)
Formula: C26H49ClIN2O8S
Source: the Open Molecules 2025 dataset
Level of theory: ωB97M-V with the def2-TZVPD basis set

Cartesian coordinates (Å):
C1 1.60 -6.86 1.98
C2 2.60 -5.72 2.70
C3 2.13 -4.19 2.34
O1 2.67 -3.68 1.04
C4 3.68 -2.68 1.41
C5 3.39 -1.15 1.91
C6 2.01 -0.28 2.11
C7 0.65 -1.02 1.50
C8 0.75 -1.36 -0.11
C9 -0.48 -0.76 -1.01
C10 -1.07 -1.96 -1.99
C11 -2.47 -2.63 -1.47
C12 -3.65 -1.54 -1.08
C13 -5.18 -2.07 -1.34
C14 -6.04 -2.20 0.07
C15 -7.14 -0.99 0.28
C16 -8.48 -1.44 1.15
C17 -8.49 -0.86 2.69
O2 -8.68 0.62 2.75
C18 -8.98 1.04 4.15
N1 4.78 -0.65 2.18
C19 5.35 0.64 2.71
C20 4.50 1.99 2.39
C21 4.40 2.40 0.80
S1 3.92 4.25 0.65
O3 4.36 4.81 -0.76
O4 4.62 5.14 1.70
O5 2.21 4.49 0.88
C22 5.79 -1.76 1.88
Cl1 7.64 -1.81 2.00
N2 5.16 -3.05 1.39
I1 6.11 -4.82 0.89
H1 1.94 -7.95 2.26
H2 0.49 -6.68 2.34
H3 1.65 -6.67 0.82
H4 3.71 -5.97 2.43
H5 2.49 -5.93 3.87
H6 2.36 -3.48 3.25
H7 0.94 -4.20 2.25
H8 2.13 0.71 1.46
H9 1.85 0.11 3.22
H10 0.40 -2.02 2.06
H11 -0.26 -0.30 1.67
H12 1.81 -0.99 -0.50
H13 0.68 -2.55 -0.21
H14 -1.30 -0.18 -0.41
H15 0.01 0.04 -1.76
H16 -1.27 -1.56 -3.09
H17 -0.30 -2.86 -2.14
H18 -2.28 -3.41 -0.60
H19 -2.89 -3.27 -2.39
H20 -3.52 -1.32 0.07
H21 -3.44 -0.56 -1.71
H22 -5.75 -1.24 -1.98
H23 -5.24 -3.09 -1.94
H24 -6.63 -3.21 0.12
H25 -5.32 -2.16 1.00
H26 -7.54 -0.61 -0.77
H27 -6.64 -0.08 0.83
H28 -9.47 -1.06 0.63
H29 -8.53 -2.62 1.18
H30 -9.42 -1.32 3.26
H31 -7.49 -1.14 3.24
H32 -10.00 1.66 4.10
H33 -9.19 0.14 4.88
H34 -8.16 1.74 4.61
H35 5.60 0.51 3.87
H36 6.43 0.77 2.20
H37 3.45 1.95 2.94
H38 5.08 2.89 2.92
H39 5.44 2.28 0.29
H40 3.53 1.83 0.21
H41 1.96 3.84 1.61
C23 4.86 4.38 -5.03
C24 4.40 5.59 -4.25
O6 3.73 6.53 -5.09
C25 2.46 6.20 -5.45
O7 1.86 5.20 -5.12
O8 1.99 7.17 -6.28
C26 0.70 6.89 -6.82
H42 5.47 4.68 -5.89
H43 5.44 3.70 -4.40
H44 4.01 3.82 -5.44
H45 5.27 6.10 -3.83
H46 3.76 5.31 -3.40
H47 -0.02 6.67 -6.03
H48 0.77 6.06 -7.52
H49 0.36 7.78 -7.36

## Properties
E_HOMO (eV): -10.9
Multiplicity: 1
Frontier orbital gap (eV): 5.8
Total charge: +1
Molecular weight (g mol⁻¹): 712.108



(2)
Formula: C26H49GeN8O3STi
Source: the Open Molecules 2025 dataset
Level of theory: ωB97M-V with the def2-TZVPD basis set

Cartesian coordinates (Å):
Ti1 -0.03 0.54 -0.26
C1 2.04 -4.35 -0.48
C2 3.02 -3.18 -0.49
C3 4.08 -3.37 0.59
C4 3.69 -3.04 -1.85
O1 2.28 -1.97 -0.24
Ge1 2.24 -0.95 1.22
O2 0.16 -0.80 1.29
C5 -0.56 -1.33 2.46
C6 -1.49 -0.28 3.05
C7 -1.37 -2.57 2.05
C8 0.46 -1.74 3.52
O3 1.77 0.77 -0.14
C9 2.96 1.61 -0.46
C10 3.59 1.04 -1.73
C11 3.98 1.52 0.67
C12 2.54 3.07 -0.63
H1 2.58 -5.29 -0.59
H2 1.50 -4.38 0.47
H3 1.33 -4.27 -1.30
H4 4.68 -4.26 0.39
H5 4.75 -2.51 0.63
H6 3.62 -3.49 1.58
H7 4.14 -3.99 -2.13
H8 2.96 -2.77 -2.62
H9 4.48 -2.28 -1.82
H10 -2.19 0.09 2.30
H11 -2.08 -0.74 3.85
H12 -0.94 0.55 3.47
H13 -2.31 -2.31 1.57
H14 -0.78 -3.22 1.40
H15 -1.63 -3.14 2.94
H16 1.07 -0.89 3.83
H17 -0.05 -2.13 4.39
H18 1.13 -2.53 3.14
H19 3.61 -0.05 -1.68
H20 3.06 1.35 -2.63
H21 4.62 1.39 -1.82
H22 4.44 0.54 0.72
H23 4.77 2.25 0.48
H24 3.53 1.76 1.64
H25 1.53 3.16 -1.02
H26 2.58 3.60 0.32
H27 3.22 3.57 -1.33
C13 -0.05 -1.70 -2.59
C14 -0.71 -2.10 -1.29
N1 -1.59 -0.99 -0.83
C15 -2.89 -0.96 -1.59
C16 -2.84 -0.37 -2.95
S1 -0.71 2.26 -1.89
C17 0.40 1.94 -3.31
C18 0.58 0.47 -3.62
N2 0.57 -0.37 -2.40
H28 -0.82 -1.60 -3.36
H29 0.67 -2.45 -2.91
H30 0.06 -2.27 -0.55
H31 -1.28 -3.03 -1.42
H32 -1.87 -1.24 0.12
H33 -3.58 -0.38 -0.97
H34 -3.29 -1.98 -1.63
H35 -2.35 0.58 -3.07
H36 -3.45 -0.78 -3.75
H37 1.35 2.41 -3.05
H38 0.01 2.47 -4.17
H39 1.51 0.33 -4.17
H40 -0.22 0.14 -4.27
H41 1.53 -0.52 -2.10
N3 -5.14 1.36 -1.64
C19 -4.71 1.63 -0.40
N4 -5.63 1.69 0.56
C20 -5.18 2.03 1.76
N5 -6.03 2.02 2.79
N6 -3.91 2.40 2.00
C21 -3.08 2.27 0.98
N7 -3.39 1.79 -0.20
C22 -1.67 2.71 1.34
C23 -1.65 3.84 2.15
C24 -0.51 4.23 2.82
C25 0.57 3.37 2.76
C26 0.52 2.29 1.92
N8 -0.54 1.97 1.12
H42 -6.14 1.33 -1.78
H43 -4.53 1.48 -2.43
H44 -6.99 1.78 2.65
H45 -5.71 2.34 3.69
H46 -2.58 4.38 2.27
H47 -0.49 5.12 3.43
H48 1.45 3.54 3.35
H49 1.35 1.60 1.91

## Properties
E_HOMO (alpha / beta) (eV): -13.5 / -13.8
Multiplicity: 2
Frontier orbital gap (alpha / beta) (eV): 6.8 / 7.1
Relative energy (zero: lowest compared OMol25 entry of this formula, charge and spin) (kcal/mol): 85.2
Total charge: +2
Molecular weight (g mol⁻¹): 674.275



(3)
Formula: C26H49NO4Si2Sn
Source: the Open Molecules 2025 dataset
Level of theory: ωB97M-V with the def2-TZVPD basis set

Cartesian coordinates (Å):
O1 -0.33 -1.27 -2.27
O2 0.82 0.46 -3.49
C1 0.39 -2.52 -2.65
C2 -0.31 -3.73 -2.11
H1 1.39 -2.40 -2.21
H2 0.48 -2.54 -3.74
H3 -0.38 -3.71 -1.02
H4 0.27 -4.61 -2.39
H5 -1.31 -3.84 -2.54
C3 -1.65 -1.10 -2.94
C4 -1.60 -1.31 -4.43
H6 -1.96 -0.08 -2.68
H7 -2.33 -1.79 -2.43
H8 -0.82 -0.72 -4.91
H9 -2.56 -1.00 -4.86
H10 -1.47 -2.36 -4.67
C5 0.32 1.86 -3.32
C6 2.14 0.19 -4.09
C7 -0.57 2.21 -4.47
H11 1.20 2.50 -3.25
H12 -0.21 1.86 -2.37
H13 -0.05 2.14 -5.43
H14 -0.93 3.23 -4.35
H15 -1.45 1.55 -4.51
C8 2.09 0.43 -5.57
H16 2.35 -0.86 -3.86
H17 2.87 0.83 -3.58
H18 1.25 -0.08 -6.04
H19 3.00 0.05 -6.02
H20 2.02 1.50 -5.80
H21 0.36 -0.32 -2.80
Sn1 0.09 -0.24 1.45
C9 1.81 -0.17 0.06
Si1 3.62 0.26 0.39
H22 1.80 -1.21 -0.30
H23 1.44 0.49 -0.74
C10 4.59 -0.92 -0.71
C11 4.32 0.06 2.11
C12 3.89 2.04 -0.15
C13 -1.79 -1.34 1.20
Si2 -3.28 -0.22 0.89
H24 -1.97 -1.93 2.11
H25 -1.58 -2.05 0.39
C14 -4.47 -1.02 -0.33
C15 -2.82 1.48 0.25
C16 -4.10 -0.09 2.58
H26 3.30 2.26 -1.05
H27 4.95 2.20 -0.38
H28 3.60 2.73 0.64
H29 4.24 -1.95 -0.55
H30 5.65 -0.87 -0.47
H31 4.44 -0.67 -1.77
H32 3.95 -0.84 2.61
H33 4.11 0.93 2.75
H34 5.42 -0.03 2.03
H35 -3.21 1.62 -0.77
H36 -1.73 1.66 0.22
H37 -3.28 2.24 0.90
H38 -5.03 0.49 2.51
H39 -3.44 0.38 3.32
H40 -4.34 -1.11 2.93
H41 -5.48 -0.61 -0.17
H42 -4.51 -2.10 -0.17
H43 -4.19 -0.83 -1.38
O3 1.59 -3.06 4.13
C17 1.06 -2.11 3.57
O4 0.89 -2.01 2.26
C18 0.54 -0.95 4.39
C19 0.55 -0.98 5.79
C20 -0.03 0.07 6.49
C21 -0.62 1.15 5.79
C22 -1.32 2.20 6.44
C23 -1.93 3.20 5.71
C24 -1.85 3.21 4.30
C25 -1.14 2.21 3.63
C26 -0.54 1.16 4.36
N1 0.06 0.10 3.70
H44 1.01 -1.84 6.26
H45 -0.05 0.05 7.58
H46 -1.37 2.18 7.54
H47 -2.47 4.00 6.22
H48 -2.34 3.99 3.73
H49 -1.06 2.22 2.54

## Properties
E_HOMO (alpha / beta) (eV): -3.8 / -3.3
Multiplicity: 1
Frontier orbital gap (alpha / beta) (eV): 3.7 / 3.2
Total charge: 0
Molecular weight (g mol⁻¹): 614.564



(4)
Formula: C26H50BF7N4O38PS9
Source: the Open Molecules 2025 dataset
Level of theory: ωB97M-V with the def2-TZVPD basis set

Cartesian coordinates (Å):
C1 0.23 -3.43 -1.78
O1 -0.22 -2.35 -2.67
B1 -1.50 -1.74 -2.19
O2 -1.56 -1.53 -0.70
N1 -2.58 -1.34 -3.17
C2 -1.81 -0.76 -4.33
N2 -1.36 0.56 -4.17
N3 -1.52 -1.42 -5.65
C3 -1.56 -2.93 -5.60
C4 -2.56 -3.59 -4.50
C5 -3.45 -2.55 -3.60
P1 -3.89 -3.55 -1.98
N4 -4.53 -2.57 -0.82
C6 -4.76 -1.92 -4.32
F1 -5.14 -0.70 -3.52
F2 -4.53 -1.39 -5.72
C7 -6.10 -2.83 -4.43
F3 -6.86 -3.01 -3.13
F4 -7.07 -1.98 -5.23
C8 -5.99 -4.22 -5.30
F5 -5.26 -4.09 -6.58
F6 -5.50 -5.40 -4.56
F7 -7.41 -4.55 -5.69
H1 0.84 -3.01 -0.85
H2 1.03 -4.07 -2.40
H3 -0.61 -4.19 -1.46
H4 -1.84 -2.37 -0.24
H5 -0.36 0.85 -4.23
H6 -2.14 1.26 -4.00
H7 -2.06 -1.01 -6.45
H8 -1.92 -3.29 -6.68
H9 -0.47 -3.36 -5.47
H10 -3.22 -4.40 -5.09
H11 -1.87 -4.26 -3.78
H12 -2.78 -4.34 -1.50
H13 -4.97 -4.52 -2.23
H14 -4.50 -1.58 -1.19
C9 -1.57 2.85 0.38
C10 -1.55 2.56 1.88
O3 -1.08 1.21 1.99
S1 -0.03 0.92 0.77
O4 1.31 1.10 1.27
O5 -0.46 -0.27 0.08
O6 -0.41 2.21 -0.15
H15 -2.45 2.41 -0.09
H16 -1.54 3.93 0.17
H17 -2.53 2.66 2.34
H18 -0.84 3.21 2.40
C11 2.00 4.55 6.02
C12 1.14 5.81 6.06
O7 1.03 6.23 4.70
S2 1.06 4.92 3.73
O8 -0.30 4.57 3.40
O9 2.09 5.11 2.74
O10 1.61 3.86 4.84
H19 3.06 4.81 5.93
H20 1.86 3.93 6.90
H21 1.57 6.60 6.68
H22 0.13 5.58 6.42
C13 4.81 -0.04 4.71
C14 5.07 1.00 3.62
O11 4.73 2.25 4.20
S3 5.06 2.20 5.80
O12 6.36 2.81 6.01
O13 3.88 2.60 6.52
O14 5.23 0.58 5.93
H23 3.74 -0.26 4.80
H24 5.37 -0.96 4.55
H25 4.47 0.81 2.72
H26 6.13 1.03 3.35
C15 3.85 4.38 -1.59
C16 3.38 4.03 -3.00
O15 3.00 2.66 -2.93
S4 2.42 2.34 -1.44
O16 0.98 2.41 -1.50
O17 3.13 1.20 -0.91
O18 2.97 3.69 -0.71
H27 4.87 4.02 -1.42
H28 3.81 5.46 -1.40
H29 4.16 4.18 -3.75
H30 2.49 4.61 -3.28
C17 10.30 2.37 2.19
C18 9.47 2.72 3.42
O19 8.29 3.36 2.92
S5 7.93 2.71 1.46
O20 6.92 1.70 1.66
O21 7.79 3.79 0.51
O22 9.35 1.96 1.20
H31 10.83 3.25 1.81
H32 11.01 1.57 2.39
H33 10.00 3.39 4.11
H34 9.16 1.82 3.96
C19 8.71 -2.99 3.61
C20 8.97 -1.95 2.51
O23 8.63 -0.70 3.10
S6 8.96 -0.75 4.70
O24 10.26 -0.14 4.91
O25 7.78 -0.35 5.42
O26 9.13 -2.37 4.82
H35 7.64 -3.21 3.69
H36 9.27 -3.91 3.44
H37 8.37 -2.14 1.62
H38 10.03 -1.92 2.24
C21 -5.00 -0.90 4.14
C22 -5.33 -0.74 2.66
O27 -5.95 0.54 2.55
S7 -5.30 1.54 3.67
O28 -4.27 2.33 3.03
O29 -6.38 2.12 4.44
O30 -4.58 0.39 4.58
H39 -5.89 -1.18 4.71
H40 -4.21 -1.63 4.31
H41 -6.00 -1.52 2.29
H42 -4.42 -0.73 2.05
C23 -7.72 -7.07 -0.23
C24 -7.27 -7.56 -1.60
O31 -5.85 -7.43 -1.60
S8 -5.30 -7.66 -0.09
O32 -4.85 -9.03 0.02
O33 -4.47 -6.53 0.28
O34 -6.73 -7.53 0.68
H43 -7.74 -5.97 -0.19
H44 -8.70 -7.46 0.05
H45 -7.71 -6.99 -2.42
H46 -7.51 -8.63 -1.73
C25 -4.88 2.44 -5.56
C26 -4.62 3.47 -6.66
O35 -4.96 4.73 -6.07
S9 -4.63 4.68 -4.48
O36 -3.33 5.28 -4.26
O37 -5.81 5.07 -3.75
O38 -4.46 3.06 -4.35
H47 -5.95 2.21 -5.48
H48 -4.32 1.51 -5.73
H49 -5.22 3.29 -7.55
H50 -3.56 3.50 -6.93

## Properties
E_HOMO (eV): -11.5
Multiplicity: 1
Frontier orbital gap (eV): 6.5
Relative energy (zero: lowest compared OMol25 entry of this formula, charge and spin) (kcal/mol): 256.3
Total charge: +1
Molecular weight (g mol⁻¹): 1490.051